1.
Below is a 3-piece molecular cluster, C4H15N3O3 overall, with properties calculated with ωB97M-V/def2-TZVPD.

The geometry in ORCA input format:
```
! RIJCOSX wB97M-V def2-TZVPD def2/J DEFGRID3
* xyz 0 1
N -0.671 -2.323 -0.674
C -0.185 -2.595 0.661
C -0.001 -1.322 1.533
C 0.855 -0.241 0.837
N 2.324 -0.016 1.008
C 0.146 1.064 1.133
N -0.524 1.644 0.101
O -0.082 1.468 2.226
H -1.176 -1.425 -0.924
H 0.027 -2.407 -1.343
H 0.755 -3.151 0.775
H -1.097 -3.229 1.070
H 0.474 -1.646 2.478
H -0.879 -0.817 1.838
H 0.878 -0.775 -0.244
H 2.631 -0.785 1.601
H 2.515 0.839 1.640
H -1.077 2.476 0.161
H -0.562 1.255 -0.842
O -1.894 1.667 -2.047
H -2.825 1.600 -2.047
H -1.586 1.716 -2.998
O 0.452 0.557 -2.980
H 0.415 -0.447 -2.977
H 0.902 0.694 -3.810
*
```

As for the LUMO energy: 0.2 eV. For the energy above the lowest of the compared OMol25 structures with the same formula, charge and spin, the calculation gives 2.771 eV. Its structure (SMILES) is NCC[C@H](N)C(N)=O.O.O. The value obtained for the gap between HOMO and LUMO is 0.3272 Eh.

Here is what Löwdin gives for the atomic charges, in e: -0.040 -0.274 -0.161 -0.320 0.024 -0.566 0.166 0.069 0.104 0.016 0.113 0.134 0.119 0.091 0.141 0.055 0.106 0.099 0.041 -0.072 0.029 0.079 -0.062 0.074 0.036

2.
Below is C35H34FeNOP2 as an isolated structure, with properties calculated with ωB97M-V/def2-TZVPD.

The geometry in ORCA input format:
```
! RIJCOSX wB97M-V def2-TZVPD def2/J DEFGRID3
* xyz 2 2
Fe 0.592 0.511 0.166
C -1.520 -1.882 -0.112
C -1.240 -1.611 -1.593
P 0.337 -0.695 -1.777
C 1.495 -1.775 -2.606
C 2.398 -1.262 -3.535
C 3.289 -2.117 -4.168
C 3.282 -3.473 -3.874
C 2.382 -3.988 -2.948
C 1.490 -3.142 -2.311
C 0.016 0.736 -2.823
C 0.813 1.874 -2.673
C 0.600 2.993 -3.467
C -0.408 2.974 -4.418
C -1.195 1.839 -4.588
C -0.986 0.723 -3.797
P -1.445 -0.283 0.740
C -2.907 0.630 0.272
C -4.140 0.277 0.826
C -5.281 0.949 0.424
C -5.197 1.968 -0.519
C -3.974 2.322 -1.069
C -2.824 1.653 -0.674
C -1.493 -0.552 2.514
C -1.163 -1.780 3.086
C -1.121 -1.908 4.466
C -1.398 -0.814 5.275
C -1.735 0.409 4.709
C -1.786 0.542 3.331
H -0.760 -2.536 0.319
H -2.499 -2.340 0.037
H -2.025 -0.978 -2.014
H -1.210 -2.532 -2.174
H 2.403 -0.206 -3.777
H 3.984 -1.724 -4.897
H 3.974 -4.136 -4.374
H 2.370 -5.047 -2.731
H 0.781 -3.557 -1.602
H 1.637 1.881 -1.967
H 1.226 3.868 -3.354
H -0.573 3.841 -5.044
H -1.968 1.824 -5.344
H -1.597 -0.159 -3.950
H -4.207 -0.506 1.572
H -6.239 0.682 0.850
H -6.094 2.492 -0.821
H -3.916 3.117 -1.800
H -1.866 1.926 -1.108
H -0.936 -2.641 2.472
H -0.874 -2.863 4.911
H -1.364 -0.919 6.352
H -1.975 1.253 5.343
H -2.077 1.491 2.893
C 2.056 4.448 1.156
C 2.187 2.968 0.915
O 0.849 2.360 0.758
H 3.045 4.872 1.328
H 1.459 4.650 2.049
H 1.606 4.957 0.305
H 2.697 2.458 1.730
H 2.711 2.751 -0.015
H 0.217 2.826 1.322
N 4.078 -3.476 5.040
C 3.557 -2.856 4.226
C 2.895 -2.071 3.213
C 2.322 -0.850 3.558
C 1.659 -0.105 2.595
C 1.587 -0.597 1.293
C 2.165 -1.805 0.934
C 2.830 -2.544 1.906
H 2.383 -0.497 4.579
H 1.183 0.821 2.888
H 2.139 -2.172 -0.081
H 3.298 -3.486 1.654
*
```

As for the LUMO energy (alpha / beta): -7.6 / -6.3 eV. The value obtained for the gap between HOMO and LUMO (alpha / beta) is 0.2554 / 0.2984 Eh.

Here is what Löwdin gives for the atomic charges, in e: 0.396 -0.323 -0.321 1.045 -0.354 -0.062 -0.042 -0.035 -0.045 -0.107 -0.379 -0.114 -0.046 -0.035 -0.038 -0.067 1.036 -0.358 -0.065 -0.040 -0.038 -0.051 -0.089 -0.365 -0.075 -0.045 -0.039 -0.048 -0.095 0.079 0.115 0.080 0.103 0.107 0.121 0.122 0.121 0.107 0.090 0.119 0.123 0.123 0.116 0.121 0.122 0.122 0.117 0.088 0.107 0.122 0.122 0.119 0.112 -0.047 -0.211 -0.165 0.102 0.094 0.092 0.118 0.119 0.124 0.198 -0.160 -0.203 0.001 -0.098 -0.224 -0.067 0.007 0.136 0.105 0.070 0.134

3.
Below is C4H10NS as an isolated structure, with properties calculated with ωB97M-V/def2-TZVPD.

The geometry in ORCA input format:
```
! RIJCOSX wB97M-V def2-TZVPD def2/J DEFGRID3
* xyz 1 1
C -2.117 0.972 0.407
C -2.794 -0.377 0.696
C -1.195 0.392 -0.597
C 2.715 -1.062 0.026
N -0.267 0.945 -1.330
S -1.707 -1.223 -0.515
H -2.787 1.734 0.002
H -1.608 1.408 1.269
H -2.653 -0.764 1.702
H -3.840 -0.445 0.416
H 2.677 -1.733 -0.821
H 1.937 -0.312 -0.047
H 2.580 -1.629 0.939
H 0.284 0.392 -1.978
H 3.679 -0.579 0.064
H -0.065 1.936 -1.278
*
```

As for the LUMO energy: -4.5 eV. For the energy above the lowest of the compared OMol25 structures with the same formula, charge and spin, the calculation gives 0.484 eV. The value obtained for the gap between HOMO and LUMO is 0.3844 Eh.

Here is what Löwdin gives for the atomic charges, in e: -0.174 -0.342 -0.588 -0.034 0.200 1.115 0.143 0.143 0.095 0.094 0.020 -0.020 0.024 0.144 0.024 0.156

4.
Below is an isolated ion of composition C4H11N2O and charge -1, with properties calculated with ωB97M-V/def2-TZVPD.

The geometry in ORCA input format:
```
! RIJCOSX wB97M-V def2-TZVPD def2/J DEFGRID3
* xyz -1 1
N 3.306 0.653 0.523
C 1.817 0.987 0.479
N 1.052 -0.057 -0.113
C -0.062 0.357 -1.020
C -1.419 0.302 -0.415
C -2.025 -1.150 -0.128
O -3.054 -1.156 0.679
H 3.427 0.187 -0.379
H 3.325 -0.181 1.112
H 1.737 1.910 -0.090
H 1.632 1.213 1.539
H 0.715 -0.768 0.529
H -0.035 -0.336 -1.878
H 0.223 1.356 -1.350
H -1.413 0.892 0.512
H -2.178 0.707 -1.093
H -2.135 -1.540 -1.201
H -1.128 -1.723 0.292
*
```

As for the LUMO energy: 4.0 eV. For the energy above the lowest of the compared OMol25 structures with the same formula, charge and spin, the calculation gives 1.413 eV. Its structure (SMILES) is NCNCCC[O-]. The value obtained for the gap between HOMO and LUMO is 0.2368 Eh.

Here is what Löwdin gives for the atomic charges, in e: -0.039 -0.338 -0.072 -0.265 -0.233 -0.601 -0.337 0.040 0.035 0.095 0.101 0.089 0.100 0.089 0.098 0.092 0.081 0.066

5.
Below is one molecule with the formula C5H8O, with properties calculated with ωB97M-V/def2-TZVPD.

The geometry in ORCA input format:
```
! RIJCOSX wB97M-V def2-TZVPD def2/J DEFGRID3
* xyz 0 1
C 2.608 -1.007 -0.511
C 1.359 -0.722 -0.264
C 0.223 -0.270 0.205
O 0.246 0.439 1.396
C -1.159 -0.376 -0.377
C -1.750 1.033 -0.462
H 3.261 -0.300 -1.015
H 3.046 -1.949 -0.198
H 0.978 1.069 1.363
H -1.779 -0.992 0.287
H -1.118 -0.881 -1.349
H -1.271 1.603 -1.264
H -2.830 1.034 -0.619
H -1.543 1.537 0.486
*
```

As for the LUMO energy: 0.9 eV. For the energy above the lowest of the compared OMol25 structures with the same formula, charge and spin, the calculation gives 2.100 eV. Its structure (SMILES) is C=C=C(O)CC. The value obtained for the gap between HOMO and LUMO is 0.3575 Eh.

Here is what Löwdin gives for the atomic charges, in e: 0.008 -0.036 -0.365 0.009 -0.188 -0.101 0.055 0.055 0.115 0.117 0.116 0.078 0.071 0.067

6.
Below is one molecule with the formula C4H4ClFOS, with properties calculated with ωB97M-V/def2-TZVPD.

The geometry in ORCA input format:
```
! RIJCOSX wB97M-V def2-TZVPD def2/J DEFGRID3
* xyz 0 1
C 1.974 -0.659 -0.733
C 0.973 -0.584 0.117
F 0.640 -1.627 0.880
C 0.005 0.533 0.403
Cl 0.481 2.018 -0.474
C -1.477 0.183 0.084
O -2.269 0.924 0.869
S -1.917 -0.838 -1.104
H 2.526 -1.624 -0.720
H 2.310 0.143 -1.372
H -0.051 0.673 1.471
H -3.196 0.860 0.579
*
```

As for the LUMO energy: -0.2 eV. For the energy above the lowest of the compared OMol25 structures with the same formula, charge and spin, the calculation gives 1.019 eV. Its structure (SMILES) is C=C(F)[C@@H](Cl)C(O)=S. The value obtained for the gap between HOMO and LUMO is 0.3353 Eh.

Here is what Löwdin gives for the atomic charges, in e: 0.073 -0.461 0.057 -0.616 0.679 -0.883 0.007 0.766 0.094 0.051 0.113 0.121